Record 1
111
Properties=species:S:1:pos:R:3 method="wB97M-V/def2-TZVPD" e_tot_ha=-4889.1467 e_above_lowest_kj_mol=232.73 spin_multiplicity=2 e_lumo_ev="0.43 / 0.43"
V -0.47 0.11 0.29
C -2.93 3.55 -0.85
C -2.17 2.38 -0.24
O -2.36 2.33 1.17
P -0.37 2.76 -0.35
O -0.41 4.27 0.19
O 0.12 2.99 -1.81
O 0.53 2.02 0.59
P -3.03 0.82 -0.81
O -3.00 1.00 -2.42
O -4.41 0.96 -0.28
O -2.37 -0.49 -0.45
H -2.76 4.45 -0.26
H -3.99 3.32 -0.87
H -2.58 3.72 -1.86
H -3.29 2.07 1.28
H 0.31 4.38 0.82
H 0.05 2.24 -2.53
H -3.91 1.08 -2.71
O -0.12 1.11 -3.44
C -0.37 0.20 -2.58
O -0.12 0.37 -1.35
C -0.96 -1.08 -3.00
C -1.73 -1.12 -4.16
C -2.37 -2.29 -4.52
C -2.24 -3.42 -3.73
C -1.45 -3.40 -2.60
C -0.77 -2.24 -2.23
P 0.47 -2.19 -0.89
C 0.17 -3.75 0.00
C -0.35 -3.60 1.29
C -0.61 -4.71 2.07
C -0.35 -5.98 1.57
C 0.17 -6.13 0.30
C 0.44 -5.02 -0.48
C 1.92 -2.62 -1.93
C 2.08 -2.09 -3.21
C 3.19 -2.40 -3.97
C 4.17 -3.23 -3.47
C 4.04 -3.73 -2.19
C 2.94 -3.42 -1.42
H -1.84 -0.22 -4.73
H -2.99 -2.32 -5.41
H -2.75 -4.34 -4.01
H -1.35 -4.29 -2.00
H -0.53 -2.59 1.64
H -1.01 -4.59 3.07
H -0.55 -6.85 2.18
H 0.38 -7.12 -0.09
H 0.86 -5.15 -1.47
H 1.32 -1.43 -3.62
H 3.27 -1.99 -4.97
H 5.03 -3.47 -4.07
H 4.80 -4.38 -1.78
H 2.86 -3.82 -0.42
C -0.55 1.84 3.76
N -1.32 0.65 4.03
C -1.69 0.42 5.40
C -3.01 -0.34 5.49
C -2.88 -1.59 4.63
N -2.48 -1.24 3.28
C -3.18 -1.91 2.20
C -1.60 -0.24 3.03
O -1.04 -0.13 1.92
H -1.16 2.72 3.99
H -0.29 1.87 2.70
H 0.35 1.87 4.37
H -1.78 1.39 5.90
H -0.91 -0.15 5.92
H -3.82 0.28 5.11
H -3.22 -0.61 6.52
H -3.83 -2.12 4.58
H -2.12 -2.26 5.07
H -4.25 -1.73 2.30
H -2.99 -2.99 2.22
H -2.85 -1.51 1.24
C 2.80 -1.52 1.40
C 4.23 -1.61 2.00
N 4.24 -1.02 3.33
C 3.98 0.41 3.22
C 2.72 0.64 2.36
N 1.99 -0.62 2.21
C 1.80 -1.23 3.52
C 3.17 -1.63 4.12
H 2.31 -2.50 1.39
H 2.82 -1.13 0.38
H 4.95 -1.06 1.39
H 4.56 -2.65 2.08
H 4.86 0.88 2.78
H 3.86 0.81 4.23
H 2.97 0.98 1.35
H 2.06 1.38 2.81
H 1.14 -2.10 3.41
H 1.29 -0.51 4.17
H 3.31 -2.72 4.09
H 3.27 -1.30 5.15
C 4.98 3.24 -2.37
N 4.03 2.69 -3.27
C 3.93 3.15 -4.64
C 2.75 2.33 -5.18
N 2.60 1.28 -4.19
C 3.27 1.59 -3.05
S 3.24 0.73 -1.65
H 4.83 4.32 -2.27
H 6.01 3.06 -2.71
H 4.84 2.76 -1.40
H 4.86 2.93 -5.19
H 3.75 4.23 -4.68
H 2.95 1.90 -6.16
H 1.83 2.93 -5.24
H 1.69 0.84 -4.10

Record 2
107
Properties=species:S:1:pos:R:3 method="wB97M-V/def2-TZVPD" total_charge=-2 e_tot_ha=-12323.3685 e_above_lowest_kj_mol=240.69 spin_multiplicity=2 e_lumo_ev="3.52 / 3.03"
Hg 0.14 0.45 -0.80
C -2.99 1.64 3.89
C -2.61 1.94 2.48
C -2.88 3.11 1.81
C -2.34 2.95 0.52
N -1.80 1.73 0.41
N -1.96 1.11 1.63
B -1.54 -0.31 2.09
N -0.01 -0.44 2.40
N 1.01 -0.37 1.51
C 2.14 -0.56 2.19
C 1.84 -0.76 3.55
C 0.47 -0.66 3.65
C -0.32 -0.82 4.90
C 3.55 -0.55 1.66
C 4.21 -1.90 1.97
C 3.65 -0.28 0.16
C 4.32 0.56 2.39
N -2.03 -1.54 1.28
N -1.83 -1.86 -0.02
C -2.45 -3.03 -0.23
C -3.06 -3.46 0.96
C -2.77 -2.49 1.89
C -3.21 -2.50 3.32
C -2.63 -3.79 -1.53
C -4.00 -3.39 -2.10
C -2.64 -5.30 -1.25
C -1.54 -3.50 -2.56
C -2.48 4.02 -0.54
C -3.87 3.88 -1.17
C -2.36 5.41 0.11
C -1.44 3.98 -1.65
H -3.55 2.49 4.29
H -3.61 0.75 3.97
H -2.11 1.50 4.52
H -3.39 3.96 2.22
H -2.08 -0.45 3.14
H 2.53 -0.93 4.36
H 0.37 -0.99 5.73
H -0.91 0.07 5.13
H -1.01 -1.66 4.85
H 3.70 -2.70 1.42
H 5.26 -1.89 1.66
H 4.16 -2.14 3.03
H 2.98 -0.91 -0.40
H 3.39 0.76 -0.04
H 4.67 -0.45 -0.19
H 4.32 0.41 3.47
H 5.36 0.58 2.05
H 3.87 1.53 2.18
H -3.64 -4.34 1.13
H -3.85 -3.37 3.49
H -2.35 -2.57 4.00
H -3.77 -1.60 3.58
H -4.80 -3.63 -1.40
H -4.03 -2.32 -2.30
H -4.18 -3.92 -3.04
H -3.44 -5.59 -0.57
H -2.79 -5.83 -2.19
H -1.69 -5.63 -0.81
H -1.78 -2.60 -3.12
H -0.58 -3.33 -2.09
H -1.47 -4.32 -3.29
H -4.66 3.99 -0.41
H -4.02 4.64 -1.94
H -3.99 2.90 -1.64
H -3.08 5.55 0.93
H -1.35 5.56 0.51
H -2.55 6.17 -0.65
H -1.59 3.12 -2.29
H -1.52 4.87 -2.28
H -0.42 3.93 -1.26
C 4.52 0.81 -3.97
C 5.24 1.67 -3.17
C 4.59 2.39 -2.19
C 3.21 2.21 -2.00
N 2.54 1.37 -2.77
C 3.15 0.70 -3.74
C 2.49 2.87 -0.88
C 2.97 4.11 -0.45
C 2.48 4.71 0.69
C 1.53 4.05 1.44
C 1.01 2.85 1.00
C 1.42 2.23 -0.19
H 4.99 0.23 -4.76
H 6.31 1.78 -3.31
H 5.14 3.06 -1.54
H 2.51 0.08 -4.35
H 3.74 4.61 -1.04
H 2.85 5.69 0.99
H 1.16 4.49 2.36
H 0.24 2.38 1.60
C 2.14 -3.98 -3.10
S 2.44 -3.35 -1.41
C 1.67 -4.78 -0.57
O 1.53 -2.21 -1.22
H 2.88 -4.75 -3.32
H 2.27 -3.13 -3.77
H 1.13 -4.37 -3.19
H 2.18 -5.69 -0.88
H 0.61 -4.80 -0.83
H 1.77 -4.63 0.50
Se -4.75 0.55 -4.39
Sb -2.34 0.89 -4.88
Se -2.19 3.15 -5.83
Se -1.69 -0.77 -6.58
Se -0.72 0.71 -2.91